{
  "formula": "C47H54F3HgN4OS",
  "method": "ωB97M-V/def2-TZVPD",
  "species": ["Hg", "C", "C", "C", "C", "C", "C", "C", "C", "C", "C", "C", "C", "C", "C", "C", "C", "N", "C", "C", "C", "N", "C", "C", "C", "N", "C", "C", "C", "C", "C", "C", "C", "C", "C", "C", "C", "C", "N", "C", "C", "H", "H", "H", "H", "H", "H", "H", "H", "H", "H", "H", "H", "H", "H", "H", "H", "H", "H", "H", "H", "H", "H", "H", "H", "H", "H", "H", "H", "H", "H", "H", "H", "H", "H", "H", "H", "H", "H", "H", "H", "H", "H", "H", "H", "C", "S", "C", "O", "H", "H", "H", "H", "H", "H", "F", "C", "F", "F", "C", "C", "C", "C", "C", "C", "C", "C", "H", "H", "H", "H"],
  "positions_angstrom": [[-0.09322, -0.56214, 0.19960], [2.68519, -5.36363, 3.82697], [2.35579, -4.99141, 2.34918], [2.38523, -3.56368, 2.05407], [3.38170, -2.83281, 1.44092], [4.76471, -3.31261, 1.07337], [4.76779, -3.78695, -0.38209], [2.92343, -1.46458, 1.28469], [3.69504, -0.41688, 0.72173], [3.20065, 0.87436, 0.45257], [3.99104, 1.93360, -0.14648], [5.31814, 1.78820, -0.79631], [5.29340, 1.11264, -2.15453], [3.16008, 3.06750, -0.17421], [1.89571, 2.64885, 0.43462], [0.78285, 3.51492, 0.68190], [-0.47553, 3.11025, 1.12138], [-0.80394, 1.88798, 1.70642], [-2.19811, 1.84827, 1.86430], [-2.97668, 0.72064, 2.17145], [-2.45530, -0.56572, 2.48421], [-1.19703, -1.02276, 2.17771], [-1.10564, -2.30622, 2.76113], [0.04334, -3.08420, 2.74451], [1.25355, -2.67333, 2.17922], [1.55749, -1.42338, 1.64810], [-2.37669, -2.69888, 3.32445], [-3.20748, -1.59847, 3.24039], [-4.65309, -1.60232, 3.57832], [-5.51644, -2.06367, 2.35348], [-2.71457, -4.06991, 3.82695], [-2.52821, -5.17467, 2.73608], [-2.73266, 3.15029, 1.49084], [-1.71771, 3.90672, 0.93377], [-1.84199, 5.15457, 0.16977], [-1.99754, 6.44436, 0.96323], [-4.15465, 3.56272, 1.68688], [-4.83570, 3.25379, 3.02491], [1.92204, 1.29705, 0.73107], [3.37362, 4.32574, -0.92834], [2.36279, 4.47584, -2.05658], [2.55818, -6.44441, 3.98129], [1.94438, -4.87210, 4.50476], [3.71388, -5.04170, 4.13815], [1.33568, -5.32659, 2.15969], [3.07296, -5.52159, 1.71632], [4.97394, -4.16569, 1.73933], [5.48926, -2.49379, 1.31400], [4.15850, -4.68295, -0.47165], [5.83592, -3.97398, -0.68352], [4.34857, -3.01250, -1.02011], [4.74703, -0.59144, 0.56403], [5.90317, 1.17409, -0.09623], [5.79607, 2.77226, -0.86975], [5.00114, 0.05423, -2.01619], [6.28660, 1.15649, -2.63919], [4.57713, 1.60398, -2.81044], [0.93735, 4.56950, 0.42397], [-4.09924, 0.81303, 1.97897], [0.01997, -4.07346, 3.19096], [-4.91524, -0.57921, 3.83643], [-4.88867, -2.20359, 4.43079], [-5.38207, -1.34995, 1.52657], [-6.61568, -2.09739, 2.55920], [-5.18147, -3.02386, 1.99957], [-3.76708, -4.10088, 4.07477], [-2.10277, -4.33413, 4.66294], [-3.23983, -5.03312, 1.88978], [-2.75163, -6.15367, 3.16960], [-1.51056, -5.16003, 2.31762], [-2.64439, 5.03543, -0.55006], [-0.94737, 5.24436, -0.45981], [-2.86154, 6.42360, 1.62502], [-2.09669, 7.33318, 0.29754], [-1.09872, 6.64934, 1.55849], [-4.74274, 3.09019, 0.86894], [-4.27487, 4.63148, 1.51187], [-4.82236, 2.17876, 3.20473], [-5.93190, 3.54037, 2.93722], [-4.36233, 3.80991, 3.83428], [4.36582, 4.32307, -1.37846], [3.29030, 5.18006, -0.23876], [2.33565, 3.54006, -2.65937], [2.60396, 5.32974, -2.69649], [1.35971, 4.63986, -1.65114], [-0.55846, -4.86221, -1.46201], [-1.05934, -3.45408, -2.46750], [-2.59681, -2.84027, -1.80900], [-1.52172, -4.05870, -3.73559], [-1.27115, -5.70178, -1.64335], [-0.51633, -4.59763, -0.38509], [0.43330, -5.21432, -1.80081], [-2.42370, -2.76917, -0.72463], [-3.42101, -3.55169, -2.06415], [-2.71240, -1.84237, -2.29297], [0.98558, 4.65070, -7.67916], [0.04990, 3.66765, -7.78198], [0.38626, 2.97375, -8.97223], [-1.18731, 4.20473, -7.99110], [-0.04446, 2.77535, -6.56302], [-1.17384, 1.98913, -6.27076], [-1.29080, 1.25002, -5.08527], [-0.34978, 1.36031, -4.06967], [0.80796, 2.07469, -4.37993], [0.96760, 2.78552, -5.58035], [-0.47377, 0.69736, -2.79397], [-0.31438, 0.17607, -1.67759], [-1.99289, 1.90386, -6.95409], [-2.19679, 0.64312, -4.95873], [1.66048, 1.98766, -3.71461], [1.86443, 3.39527, -5.71773]],
  "forces_ev_per_a": [[0.7, 0.9, 2.2], [-0.3, 0.5, 0.3], [0.4, -0.9, 1.2], [0.8, 1.7, -1.1], [0.3, 0.0, 1.1], [-0.7, 0.2, 0.7], [1.5, 0.4, 0.2], [-0.6, 0.0, -0.9], [-1.8, -0.9, 0.9], [-0.2, 0.7, -0.3], [-1.7, 1.0, -0.1], [0.3, 0.0, 0.8], [0.3, -0.5, -0.1], [0.0, -1.9, 0.4], [0.4, -1.0, 0.2], [0.0, -0.6, -0.2], [-1.0, -1.3, 0.6], [-0.6, 0.4, -0.7], [1.4, -0.2, -0.4], [-0.3, 1.2, -0.9], [-0.8, -1.6, 0.8], [-0.8, -1.4, 1.0], [-1.7, 1.0, -0.6], [1.3, 0.2, -0.6], [0.0, 0.4, -0.2], [0.5, -0.7, -0.2], [1.1, 0.5, -0.2], [1.1, 0.5, -1.5], [-0.5, 0.8, -1.4], [-0.4, 1.0, 0.5], [0.0, -0.1, -1.7], [-0.3, 0.4, -0.2], [0.5, 1.1, -0.4], [-0.6, -1.7, 1.7], [0.5, 0.6, -0.6], [0.3, 0.9, -0.2], [-0.8, -0.1, -1.1], [-1.1, 0.0, -0.6], [0.8, 1.3, -0.2], [-0.1, 0.3, 0.3], [-0.3, -0.3, -0.4], [0.3, 0.1, 0.0], [0.7, -0.2, -0.5], [-0.9, -0.3, -0.3], [0.1, -0.4, -0.2], [-0.2, -0.1, -0.2], [0.3, 0.2, -0.2], [-0.4, -0.8, -0.5], [0.1, -0.1, -0.1], [-1.0, -0.1, -0.1], [0.0, 0.0, -0.1], [0.2, -0.2, -0.2], [0.4, 0.2, -0.3], [0.1, -0.1, 0.0], [0.0, 0.5, -0.3], [-0.3, -0.1, 0.1], [-0.1, 0.0, -0.1], [-0.3, -0.4, -0.1], [1.6, -0.1, 0.7], [-0.1, 0.2, 0.0], [-0.4, 0.2, 0.1], [0.0, -0.5, 0.6], [0.1, -0.2, 0.2], [0.7, -0.1, 0.1], [0.1, -0.5, -0.1], [-0.2, 0.0, 0.6], [0.3, -0.3, 0.9], [0.4, 0.1, 0.5], [0.2, -0.1, 0.0], [-0.4, -0.1, 0.2], [-0.5, 0.2, -0.1], [-0.1, 0.0, 0.1], [0.0, 0.0, 0.1], [-0.1, -0.6, 0.2], [-0.2, -0.2, 0.1], [0.0, 0.1, 0.4], [0.2, 0.2, -0.1], [0.2, 0.2, 0.4], [1.2, -0.1, 0.3], [-0.1, -0.2, 0.1], [0.2, 0.1, 0.2], [0.2, 0.1, -0.3], [0.0, 0.8, 0.4], [0.0, 0.0, -0.1], [0.1, -0.2, -0.2], [-0.6, -0.8, 0.7], [0.5, 0.4, -0.3], [0.0, -0.3, 0.8], [0.1, -0.6, -1.4], [0.3, 0.7, 0.2], [0.0, -0.1, -0.5], [-0.4, 0.5, 0.1], [-0.5, 0.4, -0.1], [0.7, 0.6, 0.2], [0.0, -0.8, 0.6], [-1.0, -0.6, -0.1], [-0.1, -1.1, -0.5], [-0.6, 1.0, 1.6], [1.1, 0.2, -0.4], [0.5, -0.1, 1.2], [0.5, -0.3, 0.2], [-0.9, 0.6, -0.7], [0.2, -0.6, 0.2], [0.8, 0.3, -0.7], [-0.4, -0.1, 0.1], [0.7, -0.9, 1.8], [-0.7, 1.0, -2.7], [-0.2, 0.1, -0.5], [0.5, 0.3, 0.1], [-0.3, 0.3, 0.1], [-0.2, -0.3, 0.0]],
  "e_tot_ha": -2968.714807,
  "mol_weight_g_mol": 980.627,
  "s_squared": 0.83,
  "multiplicity": 2,
  "gap_ev": [3.41, 4.84],
  "total_charge": -2,
  "lumo_energy_ev": [4.108, 4.107],
  "e_above_lowest_kcal_mol": 0.0
}